19
Properties=species:S:1:pos:R:3:mulliken_charge:R:1 method="wB97M-V/def2-TZVPD" gap_ev=10.97 smiles=N.O.O.O.O.O e_above_lowest_kcal_mol=14.9 total_energy_ev=-11939.2290 lumo_energy_ev=0.42 homo_ev=-10.5
N -0.97 -1.32 -2.09 -0.767
H -1.19 -1.68 -1.17 0.189
H -1.84 -1.18 -2.58 0.221
H -0.44 -2.09 -2.49 0.250
H -2.54 0.21 1.21 0.274
H -1.12 -0.04 1.62 0.301
O -1.71 -0.11 0.86 -0.558
H 1.00 3.62 -0.74 0.309
H 0.36 2.28 -0.46 0.348
O 0.66 3.09 -0.01 -0.685
H 0.19 -0.05 -1.47 0.510
H 1.63 0.07 -0.85 0.285
O 0.91 0.56 -1.23 -0.691
H -0.35 -2.52 1.11 0.318
H 0.64 -1.46 1.49 0.283
O 0.60 -2.37 1.17 -0.624
H 0.96 1.40 1.32 0.350
H 1.82 0.95 2.55 0.267
O 1.39 0.65 1.75 -0.579